[1]
The following is a DFT calculation (ωB97M-V/def2-TZVPD) of a 2-piece molecular cluster, C6H10BrNO2 overall at a distorted geometry.

Output
max |F|	5.40	eV Å⁻¹
energy above the lowest of the compared OMol25 structures with the same formula, charge and spin	14.7	kcal per mole
net charge	0
DFT total energy	-3013.84343	Ha
frontier orbital gap	9.15	eV
SMILES string	CC(C)c1coc(=O)[nH]1.Br

```
20
C6H10BrNO2 ωB97M-V/def2-TZVPD
C -2.106 1.383 0.004
C -0.608 0.650 1.441
C -0.021 0.602 0.205
C 2.393 0.094 0.725
C 0.927 -1.463 -0.796
C 1.279 0.025 -0.281
N -0.926 1.087 -0.728
O -3.209 1.664 -0.416
O -1.885 1.111 1.285
Br -2.588 -1.585 -0.578
H -3.732 -0.846 -0.662
H -0.389 0.474 2.511
H 2.502 1.153 1.049
H 3.140 -0.347 0.229
H 1.976 -0.306 1.645
H 1.910 -2.097 -0.958
H 0.310 -1.315 -1.665
H 0.423 -2.050 -0.108
H 1.590 0.649 -1.189
H -0.986 1.116 -1.711
```

***

[2]
The following is a DFT calculation (ωB97M-V/def2-TZVPD) of one molecule with the formula C6H10Cl2N2O2 at a distorted geometry.

Output
max |F|	2.85	eV Å⁻¹
spin multiplicity	3
net charge	0
DFT total energy	-1414.77391	Ha
frontier orbital gap (spin up / spin down)	5.44 / 6.37	eV
<S²>	2.02

```
22
C6H10Cl2N2O2 ωB97M-V/def2-TZVPD
C -0.324 1.055 1.071
C -0.663 -0.423 0.673
C 0.973 0.096 -0.978
C 0.021 -1.366 1.661
C -2.173 -0.596 0.741
C 1.201 0.642 -2.350
N 0.235 1.688 0.045
N -0.114 -0.673 -0.673
O -0.621 1.479 2.168
O 2.050 -0.188 -0.234
Cl 1.183 3.086 0.257
Cl -1.232 -0.934 -1.965
H -0.249 -1.066 2.670
H 1.101 -1.314 1.557
H -0.304 -2.389 1.488
H -2.463 -1.618 0.504
H -2.679 0.093 0.067
H -2.486 -0.365 1.757
H 1.554 -0.154 -3.008
H 1.954 1.426 -2.303
H 0.284 1.061 -2.754
H 2.753 0.459 -0.396
```

***

[3]
The following is a DFT calculation (ωB97M-V/def2-TZVPD) of a 2-piece molecular cluster, C6H10ClN3O overall at a distorted geometry.

Output
max |F|	5.23	eV Å⁻¹
energy above the lowest of the compared OMol25 structures with the same formula, charge and spin	8.7	kcal per mole
net charge	0
DFT total energy	-934.22185	Ha
frontier orbital gap	9.48	eV
SMILES string	ClC1=NCCC1.CNN=C=O

```
21
C6H10ClN3O ωB97M-V/def2-TZVPD
C -1.712 0.896 -0.291
C 1.426 -0.234 -2.146
C 1.250 -1.467 -1.258
C 1.362 0.915 -1.132
C 1.051 -0.893 0.023
C -1.890 0.074 2.705
N -1.678 1.402 0.787
N 1.161 0.369 0.172
N -1.261 1.207 2.061
O -1.915 0.507 -1.389
Cl 0.668 -1.804 1.343
H 2.305 -0.368 -2.769
H 0.632 -0.287 -2.894
H 0.261 -2.022 -1.690
H 1.996 -2.265 -1.370
H 2.219 1.766 -1.074
H 0.499 1.603 -1.328
H -1.730 0.203 3.781
H -2.932 0.171 2.243
H -1.515 -0.898 2.239
H -0.197 1.125 1.987
```

***

[4]
The following is a DFT calculation (ωB97M-V/def2-TZVPD) of one molecule with the formula C6H10ClNO at a distorted geometry.

Output
max |F|	5.34	eV Å⁻¹
energy above the lowest of the compared OMol25 structures with the same formula, charge and spin	102.5	kcal per mole
net charge	0
DFT total energy	-824.64258	Ha
frontier orbital gap (spin up / spin down)	7.59 / 9.01	eV

```
19
C6H10ClNO ωB97M-V/def2-TZVPD
C -1.888 -0.515 -0.164
C 0.010 0.018 1.374
C -0.273 0.555 -1.662
C -1.191 0.540 0.529
C -0.995 -0.760 -1.291
C 1.854 -0.847 0.278
N 0.538 -1.089 0.695
O -0.631 1.397 -0.524
Cl -0.720 -2.132 -2.303
H -2.072 -1.470 0.532
H -2.963 -0.238 -0.425
H 0.727 0.858 1.552
H -0.354 -0.160 2.390
H 0.817 0.489 -1.739
H -0.749 1.122 -2.562
H -1.886 1.329 1.138
H 1.956 -1.258 -0.732
H 2.158 0.158 0.395
H 2.592 -1.430 0.784
```

***

[5]
The following is a DFT calculation (ωB97M-V/def2-TZVPD) of C6H10F3NO2 as an isolated structure at a distorted geometry.

Output
max |F|	5.16	eV Å⁻¹
energy above the lowest of the compared OMol25 structures with the same formula, charge and spin	14.8	kcal per mole
net charge	0
DFT total energy	-739.38671	Ha
frontier orbital gap	9.50	eV

```
22
C6H10F3NO2 ωB97M-V/def2-TZVPD
C -1.537 -1.763 -0.104
C -1.111 -0.079 -1.934
C 0.494 -0.640 1.506
C 0.451 1.473 0.306
C -1.044 -0.335 -0.421
C -2.709 0.566 0.179
N -0.013 0.053 0.319
O -1.816 -2.151 1.122
O -1.633 -2.540 -0.989
F -2.552 0.657 1.528
F -2.871 1.786 -0.291
F -3.868 -0.098 0.047
H -0.376 -0.646 -2.498
H -0.912 0.997 -2.019
H -2.162 -0.274 -2.331
H 1.526 -0.397 1.731
H -0.035 -0.301 2.513
H 0.295 -1.762 1.442
H 1.533 1.574 -0.049
H -0.361 2.158 -0.180
H 0.676 1.902 1.309
H -1.678 -1.355 1.840
```

***

[6]
The following is a DFT calculation (ωB97M-V/def2-TZVPD) of a 2-piece molecular cluster, C6H10FN overall at a distorted geometry.

Output
max |F|	3.95	eV Å⁻¹
energy above the lowest of the compared OMol25 structures with the same formula, charge and spin	63.9	kcal per mole
net charge	0
DFT total energy	-389.11272	Ha
frontier orbital gap	9.01	eV

```
18
C6H10FN ωB97M-V/def2-TZVPD
C 2.528 -0.400 0.038
C -0.959 1.439 0.007
C -0.969 -0.988 1.007
C -0.473 -0.720 -1.408
C 1.703 0.581 0.562
C -0.460 -0.029 -0.079
N 3.087 -1.348 -0.299
F 1.880 1.763 -0.041
H -1.070 1.826 1.058
H -0.171 1.970 -0.579
H -1.876 1.723 -0.477
H -1.754 -1.612 0.623
H -0.196 -1.855 1.251
H -1.380 -0.406 1.879
H -0.440 -0.026 -2.173
H -1.467 -1.126 -1.523
H 0.352 -1.466 -1.436
H 1.664 0.675 1.592
```

***

[7]
The following is a DFT calculation (ωB97M-V/def2-TZVPD) of one molecule with the formula C6H10IN at a distorted geometry.

Output
max |F|	5.36	eV Å⁻¹
energy above the lowest of the compared OMol25 structures with the same formula, charge and spin	18.3	kcal per mole
net charge	0
DFT total energy	-587.00522	Ha
frontier orbital gap	9.98	eV
SMILES string	CC(C)[C@@](C)(I)C#N

```
18
C6H10IN ωB97M-V/def2-TZVPD
C -1.636 -1.493 0.169
C 1.364 -0.820 1.295
C -0.191 1.055 0.756
C -1.096 -0.715 -1.985
C 0.580 -0.133 0.170
C -0.475 -1.230 -0.644
N -2.554 -1.696 0.806
I 0.526 -3.058 -1.091
H 0.763 -1.060 2.156
H 1.938 -1.592 0.782
H 2.143 -0.210 1.833
H -1.123 1.260 0.289
H 0.396 1.838 0.775
H -0.438 0.835 1.871
H -1.778 -1.391 -2.413
H -1.748 0.218 -2.017
H -0.223 -0.534 -2.619
H 1.439 -0.015 -0.560
```